No. 1
Entry from the Open Molecules 2025 dataset: a cluster of 9 separate species, C30H52N10O22 in total (ωB97M-V/def2-TZVPD).

```
114
C30H52N10O22, DFT ωB97M-V/def2-TZVPD
C -3.32498 -0.65573 3.24111
O -2.45319 -1.63702 3.90416
C -1.08476 -1.63038 3.36533
C -0.94099 -2.13871 1.81356
C 0.18751 -1.35677 0.85789
C 1.13488 -0.16901 1.47326
C 2.14593 -0.74146 2.67341
C 3.51777 0.19317 2.79571
O 4.60668 -0.17748 2.08234
O 3.63320 1.41356 3.60975
C 0.42850 -1.76156 -0.74715
C 1.56339 -1.03754 -1.68136
C 1.27020 0.53299 -2.04751
C 2.75439 1.30024 -1.96837
C 3.82149 0.72769 -3.10177
C 2.65786 2.92515 -2.16137
C -0.51960 -2.96944 -1.32468
C -0.31590 -3.40721 -2.92491
C -1.24206 -2.38555 -3.81151
O -2.46717 -2.85575 -4.17725
O -0.88644 -1.01464 -4.21790
C -1.76390 -0.02772 -3.54845
C -1.73131 1.53127 -4.11679
O -2.57911 -0.32217 -2.50062
C -1.66428 -3.78926 -0.42317
N -2.43700 -4.84931 -1.15793
C -3.41666 -5.47948 -0.20988
C -3.59584 -5.12960 1.36740
N -2.80108 -4.06760 2.06920
C -1.84045 -3.37788 1.14115
H -4.44097 -0.94517 3.55103
H -3.30419 -0.67900 2.07150
H -3.14673 0.41720 3.69457
H -0.62896 -0.57697 3.59208
H -0.46554 -2.40231 4.03319
H 1.78290 0.41132 0.69143
H 0.44119 0.62781 2.02439
H 1.57301 -0.57557 3.70415
H 2.42474 -1.86824 2.50503
H 2.81531 1.58297 4.16337
H 1.81494 -1.58738 -2.68276
H 2.57304 -1.04631 -1.04451
H 0.89699 0.71697 -3.15441
H 0.57567 1.02280 -1.24298
H 3.20440 1.06124 -0.89865
H 3.34288 0.94464 -4.16144
H 3.97195 -0.44559 -3.04230
H 4.90839 1.18906 -2.98879
H 1.53575 3.23626 -1.89996
H 3.44555 3.43046 -1.43749
H 2.91940 3.14657 -3.29893
H 0.82048 -3.44329 -3.24226
H -0.73281 -4.50387 -3.14099
H -1.76537 2.27932 -3.20499
H -0.67852 1.70650 -4.63687
H -2.58503 1.75172 -4.90447
H -4.11351 -6.33958 -0.65446
H -4.39320 -5.72857 2.01202
C -7.41500 -1.30630 0.76484
N -7.29346 -1.44401 2.24131
O -8.06989 -2.22572 2.80272
O -6.42216 -0.76342 2.79496
H -8.21713 -1.95921 0.41399
H -7.64636 -0.26113 0.54928
H -6.45907 -1.60026 0.32666
C 6.54473 -2.48317 -1.03213
N 5.47992 -2.81442 -2.01708
O 4.72604 -3.75488 -1.74085
O 5.43105 -2.12109 -3.03973
H 6.46966 -3.17005 -0.18634
H 7.50672 -2.59599 -1.53635
H 6.38454 -1.45300 -0.70763
C -3.93774 4.16930 -0.55152
N -2.56575 4.01933 -1.10725
O -2.32098 4.59519 -2.17382
O -1.77334 3.32768 -0.45716
H -4.52404 4.79990 -1.22338
H -4.37509 3.17133 -0.47965
H -3.84587 4.63470 0.43193
C -5.09873 2.18404 6.02703
N -5.13861 2.64632 4.61338
O -6.12709 3.29936 4.25907
O -4.17657 2.34046 3.89935
H -6.00415 2.52287 6.53518
H -5.04805 1.09331 6.01577
H -4.21078 2.61836 6.49084
C 0.79517 5.16610 2.43277
N 1.13004 3.96445 1.62187
O 1.20508 4.11150 0.39637
O 1.30801 2.90754 2.23847
H 0.66648 6.01939 1.76333
H -0.13182 4.95369 2.96938
H 1.62327 5.33905 3.12310
C -5.78122 8.22683 1.45154
N -5.20893 7.11896 0.63988
O -5.84687 6.06052 0.59717
O -4.13542 7.34312 0.06869
H -6.72147 7.89115 1.89432
H -5.05561 8.47464 2.22901
H -5.95058 9.07248 0.78191
C 3.10152 -6.82256 -1.85297
N 4.14688 -7.41031 -0.97238
O 4.92883 -8.21984 -1.48456
O 4.15287 -7.04250 0.20813
H 3.21454 -7.23373 -2.85844
H 2.12922 -7.08995 -1.43402
H 3.24709 -5.74045 -1.86029
C 10.59858 -0.62136 -3.05165
N 9.19148 -1.02658 -2.78796
O 8.86798 -2.18035 -3.09336
O 8.45145 -0.17497 -2.28196
H 11.13181 -1.46480 -3.49559
H 10.57407 0.22527 -3.74085
H 11.04593 -0.34255 -2.09543
```

Values from the calculation:
* 2S+1: 1
* SMILES string: COCc1c(CCC(=O)O)c(CCC(C)C)c(CC(=O)OC(C)=O)c2nccnc12.C[N+](=O)[O-].C[N+](=O)[O-].C[N+](=O)[O-].C[N+](=O)[O-].C[N+](=O)[O-].C[N+](=O)[O-].C[N+](=O)[O-].C[N+](=O)[O-]

Atomic partial charges in e from the Mulliken method, atoms 1 to 4: atom 1 (C): -0.160, atom 2 (O): -0.390, atom 3 (C): -0.342, atom 4 (C): 0.445

No. 2
Entry from the Open Molecules 2025 dataset: an isolated molecule of C5H8O (ωB97M-V/def2-TZVPD).

```
14
C5H8O, DFT ωB97M-V/def2-TZVPD
C 2.92607 0.01256 -0.75204
C 1.68215 -0.03703 -0.37326
C 0.54244 0.03197 0.24850
C -0.80064 -0.43831 -0.31202
C -2.06185 -0.10717 0.47879
O -2.16364 1.26980 0.74574
H 3.66682 -0.67615 -0.37028
H 3.20903 0.79254 -1.43863
H 1.01022 0.14094 1.24326
H -0.90577 0.04500 -1.29190
H -0.75835 -1.51601 -0.50151
H -2.94437 -0.36394 -0.11790
H -2.11620 -0.70001 1.40189
H -1.28591 1.54580 1.03938
```

Values from the calculation:
* 2S+1: 1
* energy relative to the best compared isomer or geometry (same formula, charge and spin): 284.1 kJ/mol
* SMILES string: C=C=CCCO

Atomic partial charges in e from the natural (NBO) method, atoms 1 to 4: atom 1 (C): -0.527, atom 2 (C): 0.139, atom 3 (C): -0.367, atom 4 (C): -0.448

No. 3
Entry from the Open Molecules 2025 dataset: a cluster of 2 separate species, C5H13NO2 in total (ωB97M-V/def2-TZVPD).

```
21
C5H13NO2, DFT ωB97M-V/def2-TZVPD
O -1.74854 0.52611 1.30762
C -0.62758 0.23608 1.54224
C 0.46446 0.64554 0.55797
C 1.05382 -0.63797 -0.14575
C 1.99931 -0.14666 -1.34928
C 1.94593 -1.57871 0.72375
N 1.36756 1.42220 1.47191
H -0.48752 -0.49968 2.32839
H 0.01651 1.19540 -0.21698
H 0.15248 -1.21761 -0.34397
H 2.37908 -1.08039 -1.89411
H 1.71851 0.44433 -2.17727
H 2.82292 0.46923 -0.81138
H 2.61200 -2.14760 0.10047
H 1.26005 -2.34699 1.18733
H 2.46705 -1.03116 1.50604
H 0.88484 2.06564 1.94486
H 2.18810 1.73363 0.92606
H -6.68533 0.14165 -1.71765
H -6.60857 1.31208 -2.46094
O -7.17507 0.49487 -2.47933
```

Values from the calculation:
* 2S+1: 2
* energy relative to the best compared isomer or geometry (same formula, charge and spin): 325.9 kJ/mol
* ⟨S²⟩: 0.76
* charge: +1

Atomic partial charges in e from the natural (NBO) method, atoms 1 to 4: atom 1 (O): -0.077, atom 2 (C): 0.452, atom 3 (C): -0.074, atom 4 (C): -0.203

No. 4
Entry from the Open Molecules 2025 dataset: a structure of composition C10H5Cl2LaNO3Sc (ωB97M-V/def2-TZVPD).

```
23
C10H5Cl2LaNO3Sc, DFT ωB97M-V/def2-TZVPD
Sc -0.13183 0.23057 -8.63349
La -0.10092 -0.43187 -1.24628
Cl -0.81319 2.28449 -7.98618
Cl 1.89277 -1.95911 -1.37521
C -0.94014 -2.12812 0.18028
C -0.65432 0.65100 -10.73194
C 0.33129 -1.63691 -9.51266
O -1.32586 -2.92319 0.95100
O -0.96182 0.94475 -11.80981
O 0.60606 -2.69782 -9.92568
N 0.13052 0.45820 0.94023
C 0.17850 0.62746 2.11360
C 0.18380 0.67920 3.53063
C -1.02930 0.77920 4.25590
C -1.04357 0.71060 5.64847
C 0.14846 0.54562 6.35671
C 1.35646 0.45003 5.66674
C 1.38124 0.51733 4.27445
H -1.97282 0.89315 3.70058
H -2.00141 0.78046 6.18812
H 0.13142 0.48593 7.45561
H 2.29905 0.31404 6.22458
H 2.33561 0.42499 3.73435
```

Values from the calculation:
* 2S+1: 1
* energy relative to the best compared isomer or geometry (same formula, charge and spin): 0.0 kJ/mol
* charge: +4

Atomic partial charges in e from the Mulliken method, atoms 1 to 4: atom 1 (Sc): 1.215, atom 2 (La): 1.642, atom 3 (Cl): 0.013, atom 4 (Cl): -0.275

No. 5
Entry from the Open Molecules 2025 dataset: a structure of composition C6H10N (ωB97M-V/def2-TZVPD).

```
17
C6H10N, DFT ωB97M-V/def2-TZVPD
C 0.71623 -1.59698 0.46560
C -0.61862 -1.55866 0.47648
C 0.09679 -0.03653 -1.35922
C 0.79801 -0.20035 -0.05076
C 1.66522 0.84422 0.43239
C -1.71437 0.75743 0.25860
N -0.72196 -0.20590 -0.14760
H 1.54007 -2.19046 0.80649
H -1.57848 -2.09733 0.66140
H -0.13313 0.90048 -1.92456
H 0.12476 -0.84913 -2.13650
H 2.31661 1.11856 -0.40801
H 2.27892 0.46864 1.19727
H 1.03153 1.67620 0.55667
H -1.30983 1.69321 0.12663
H -2.71691 0.59287 -0.33085
H -1.77485 0.68374 1.37596
```

Values from the calculation:
* 2S+1: 1
* energy relative to the best compared isomer or geometry (same formula, charge and spin): 246.0 kJ/mol
* charge: +1

Atomic partial charges in e from the natural (NBO) method, atoms 1 to 4: atom 1 (C): -0.175, atom 2 (C): 0.015, atom 3 (C): -0.212, atom 4 (C): 0.165

No. 6
Entry from the Open Molecules 2025 dataset: a cluster of 3 separate species, C19H38Br3Cl2N2O3S2 in total (ωB97M-V/def2-TZVPD).

```
69
C19H38Br3Cl2N2O3S2, DFT ωB97M-V/def2-TZVPD
C -4.44749 3.33260 -5.54360
O -4.50263 2.14652 -4.70435
C -3.14587 1.73586 -4.43014
C -2.89054 0.20781 -4.80058
C -3.70058 -0.84559 -3.91250
C -2.80625 -1.70853 -2.90187
N -1.60797 -0.99803 -2.37059
C -0.35323 -1.44108 -3.01138
Br 0.18419 -3.31512 -2.48911
C 0.76146 -0.34987 -2.68715
N 0.62350 0.27285 -1.31490
C 1.94652 0.83549 -0.86653
Br 1.49146 2.47670 0.21146
C 2.79762 -0.10550 0.08985
C 4.19186 0.68755 0.37645
Br 3.31873 -1.84744 -0.71963
C -0.06224 -0.60435 -0.32235
C -1.51817 -1.05403 -0.88775
C -2.59341 -0.17933 -0.12318
Cl -3.17536 1.46253 -0.69493
C -3.15394 -0.62310 1.10149
C -2.77079 -1.99894 1.81073
Cl -4.36679 0.42567 1.98949
H -4.03987 3.06409 -6.57882
H -3.76932 4.12932 -5.08542
H -5.51453 3.73285 -5.60112
H -2.46893 2.36509 -5.11221
H -2.79549 1.93062 -3.36709
H -1.76723 0.04894 -4.83345
H -3.25717 0.07533 -5.88172
H -4.58955 -0.35229 -3.37983
H -4.18128 -1.59052 -4.64216
H -2.51589 -2.70767 -3.36508
H -3.47517 -1.95564 -2.00484
H -0.43714 -1.47742 -4.15304
H 1.80410 -0.73564 -2.90773
H 0.58709 0.51332 -3.42616
H -0.00410 1.09357 -1.45790
H 2.52808 1.23481 -1.76575
H 2.29021 -0.26114 1.10565
H 4.31689 1.45163 -0.46477
H 4.21024 1.14354 1.41411
H 5.07332 -0.03768 0.27247
H 0.48601 -1.59038 -0.12208
H -0.14514 -0.09945 0.70419
H -1.66302 -2.15115 -0.59144
H -3.05314 -1.87913 2.91490
H -1.65459 -2.19683 1.76150
H -3.41079 -2.85202 1.41669
C 3.69254 3.86224 4.23670
S 5.36172 3.34420 3.78589
O 5.23271 2.23842 2.78699
C 5.75913 2.59106 5.37662
H 3.23051 4.33136 3.36764
H 3.10250 2.99474 4.53805
H 3.74378 4.58416 5.05294
H 5.03917 1.80374 5.60599
H 5.74257 3.35518 6.15503
H 6.75892 2.16111 5.31375
C 0.15548 -2.43601 5.64590
S 1.56956 -2.80353 4.58637
O 1.82726 -1.59280 3.74639
C 0.71603 -4.00967 3.54959
H 0.44994 -1.66613 6.35920
H -0.67752 -2.07182 5.04172
H -0.13783 -3.33709 6.18654
H -0.15234 -3.54657 3.07749
H 0.40448 -4.85862 4.15969
H 1.40774 -4.35280 2.77967
```

Values from the calculation:
* 2S+1: 1
* charge: +1

Atomic partial charges in e from the natural (NBO) method, atoms 1 to 4: atom 1 (C): -0.264, atom 2 (O): -0.556, atom 3 (C): -0.067, atom 4 (C): -0.424

Results for calculated total energy: -3375.686394; -270.449670; -403.119655; -2375.672165; -288.989268; -10520.358118 (in hartree, following the order of the records).
Results for maximum force: 9.26; 2.05; 6.17; 11.10; 2.93; 3.29 (in eV Å⁻¹, following the order of the records).